The following is a DFT calculation (ωB97M-V/def2-TZVPD) of a structure of composition C41H38CdN12O5S2 in a non-equilibrium geometry.

The electronic energy is -97487.99995 eV. The HOMO energy comes out at -1.241 eV. As for the charge: -2. Its HOMO-LUMO gap is 0.15888 Eh.

Last column: Löwdin charge in e.
Atoms and positions in Å:
C  -0.18  1.82  -0.05  -0.17
C  -4.00  -5.67  0.66  -0.12
H  -2.59  0.90  -0.62  0.09
H  -4.22  -6.11  1.63  0.09
C  -2.68  -5.57  0.23  -0.09
H  0.21  2.38  -0.88  0.11
N  -2.90  -2.50  -3.17  -0.13
C  -2.98  1.70  -3.16  -0.18
C  1.91  -4.13  -0.68  -0.72
C  -5.81  3.01  -0.96  -0.12
N  4.67  5.38  2.94  0.11
O  4.31  -0.88  -4.68  -0.10
H  -2.00  2.16  -3.03  0.05
N  4.14  -1.55  1.66  -0.15
N  -0.77  2.38  1.02  -0.14
H  -2.21  -4.40  -3.60  0.07
C  -3.49  1.50  -0.71  -0.03
H  -1.37  -4.93  -1.35  0.09
H  2.11  -1.08  2.14  0.13
H  3.16  7.07  1.45  0.11
C  -2.40  -5.00  -1.01  -0.04
C  3.41  -0.95  -3.85  -0.61
N  -0.19  0.51  0.07  0.03
H  -3.92  -4.15  -3.87  0.11
C  -1.59  -0.37  -3.18  -0.76
S  -0.23  -2.88  -3.23  0.58
H  8.56  0.56  4.53  0.10
H  -1.80  4.09  0.51  0.13
C  4.79  -1.67  2.94  -0.09
C  1.14  6.81  0.79  -0.07
C  5.55  -0.42  3.31  -0.18
H  -5.54  -4.29  -2.01  0.10
Cd  0.78  -1.16  -1.50  1.21
C  -4.09  -1.71  -2.97  -0.17
C  3.92  -1.47  -0.42  -0.19
C  -1.08  3.77  1.27  -0.08
H  -1.58  3.81  2.24  0.13
H  5.46  -2.53  2.88  0.12
C  -3.42  -4.53  -1.83  -0.18
C  -3.09  -3.92  -3.17  -0.18
H  -6.05  -5.28  0.18  0.09
H  -1.87  -5.93  0.85  0.09
H  -6.07  2.69  1.15  0.09
C  6.84  -0.51  3.82  -0.03
H  -4.87  0.16  -3.66  0.12
N  -1.17  1.42  1.88  0.10
C  6.97  1.88  3.98  -0.03
H  -3.86  -0.70  -4.83  0.13
C  -5.45  2.50  0.28  -0.12
C  -4.28  1.74  0.40  -0.09
C  -0.80  0.32  1.26  -0.23
C  3.65  4.69  2.57  -0.29
H  -4.00  1.34  1.36  0.09
N  4.82  -1.71  0.50  0.13
H  -3.42  2.15  -4.06  0.12
C  5.68  1.98  3.49  -0.14
C  -5.01  2.76  -2.07  -0.06
N  -0.06  -2.78  0.02  -0.06
C  2.31  6.41  1.40  -0.03
C  0.05  5.95  0.73  -0.03
N  5.61  4.47  3.40  0.11
N  2.55  -1.02  -3.05  -0.04
H  7.31  -1.48  3.93  0.11
H  -4.97  -2.26  -3.31  0.11
H  -1.01  -0.65  1.69  0.10
C  -5.02  -5.20  -0.15  -0.11
H  -4.20  -1.50  -1.89  0.13
C  0.13  4.68  1.28  -0.19
H  7.53  2.78  4.22  0.11
C  5.09  3.30  3.25  -0.29
C  2.86  -1.25  1.38  -0.17
H  -1.00  -2.90  -0.37  0.04
C  -1.63  -1.88  -3.15  -0.80
H  1.06  -4.01  1.32  0.10
H  1.07  7.80  0.36  0.10
H  0.06  -4.89  0.13  0.07
H  -5.30  3.16  -3.03  0.10
C  -4.73  -4.64  -1.38  -0.06
C  2.40  5.13  1.96  -0.13
C  0.68  -4.02  0.29  -0.18
O  3.83  3.36  2.75  0.13
S  -0.16  0.60  -3.14  0.52
C  4.97  0.83  3.18  0.04
H  4.12  -1.51  -1.47  0.09
H  4.02  -1.90  3.68  0.13
H  -0.40  -2.30  0.84  0.02
C  -3.85  2.00  -1.96  -0.19
N  2.68  -1.17  0.08  0.04
O  2.11  -3.15  -1.43  -0.21
C  -3.97  -0.45  -3.77  -0.15
C  1.30  4.28  1.90  0.04
O  2.55  -5.19  -0.58  -0.07
N  -2.81  0.29  -3.35  -0.14
C  7.55  0.64  4.15  -0.07
H  -6.71  3.60  -1.06  0.09
H  -0.86  6.28  0.25  0.11
H  1.36  3.30  2.35  0.13
O  -1.55  -1.15  -1.69  -0.41
H  3.96  0.91  2.79  0.12